107
Properties=species:S:1:pos:R:3 method="wB97M-V/def2-TZVPD" e_homo_ev=-4.38 orbital_gap_ha=0.1323 molar_mass_da=762.11 total_charge=-1 multiplicity=1 e_above_lowest_kcal_mol=127.6 lumo_ev=-0.7831
Cl -3.103 1.073 5.463
P 2.976 -2.624 -2.398
P -0.991 0.963 -7.903
P -1.606 2.799 9.150
P -2.803 -2.412 0.990
O 3.935 -2.468 -0.967
O -2.454 -2.573 2.490
O -1.865 2.602 7.404
O 2.118 -2.764 -3.679
O -1.217 0.528 -6.320
O -1.463 -0.395 -8.479
O 4.372 -2.359 -3.270
O 3.266 0.838 7.811
O 2.622 -1.021 -2.168
O -0.462 2.479 -7.260
O -1.358 -3.014 0.446
O -3.194 -2.232 -0.685
O -2.680 1.437 9.536
O -2.331 -0.814 0.973
O -2.494 1.656 -8.099
C 1.317 -0.876 -0.151
C -3.263 1.386 -9.261
C 1.746 2.979 7.720
C -2.497 -0.337 -1.971
C -0.535 4.294 8.573
C -4.432 0.490 -8.889
C -1.840 -5.099 -0.656
C -2.131 1.191 7.071
C -2.636 0.036 2.069
C -0.994 3.722 -7.681
C 2.108 1.529 8.419
C -1.149 -4.411 0.503
C -3.001 0.569 8.356
C -3.649 -1.014 -1.244
C 6.172 -1.614 -1.005
C 0.962 0.432 -5.303
C -0.273 -0.337 -5.720
C -1.990 4.216 -6.644
C 1.349 -0.683 -1.653
C 3.159 -0.552 8.363
C 1.080 4.072 8.745
C 4.466 -2.187 -5.658
C -1.362 0.333 2.840
C 4.629 -3.099 -4.455
C 5.296 -2.853 -0.905
H 1.183 0.791 8.281
H 2.604 -0.466 9.413
H -0.627 0.819 2.189
H 1.127 2.762 6.750
H 1.171 0.370 -1.890
H -0.748 -0.775 -4.837
H 5.664 -3.454 -4.406
H -2.881 -0.590 8.474
H -2.836 3.533 -6.532
H -4.109 -0.364 -0.493
H 0.567 -1.271 -2.143
H -2.833 0.582 -2.459
H -1.494 -4.813 1.462
H 1.641 -0.206 -4.731
H 6.034 -1.092 -1.957
H 2.561 -1.256 7.624
H 1.397 3.807 9.852
H 2.282 1.767 9.575
H -0.017 -1.156 -6.400
H -1.581 -6.161 -0.686
H -2.079 -1.005 -2.730
H 4.233 -1.001 8.524
H -4.429 -1.261 -1.970
H -5.046 0.264 -9.766
H -1.676 -0.087 -1.293
H -0.554 1.815 9.203
H -4.088 -0.449 -8.450
H 3.460 -1.764 -5.701
H -4.114 0.827 8.016
H 4.659 -2.729 -6.589
H -0.825 5.208 9.272
H -1.564 0.989 3.693
H 3.990 -3.984 -4.529
H -3.409 -0.393 2.715
H 5.159 -1.341 -5.592
H 5.456 -3.322 0.071
H 7.229 -1.876 -0.906
H 0.693 1.301 -4.693
H -1.248 3.043 10.554
H -2.927 -5.011 -0.566
H -3.643 2.341 -9.637
H 2.785 3.430 7.358
H 5.912 -0.898 -0.219
H 1.608 5.117 8.514
H 0.379 -0.502 0.268
H -3.041 0.969 1.663
H -2.656 0.947 -10.058
H -0.876 4.586 7.481
H -1.427 3.664 -8.684
H -1.051 0.757 6.927
H 5.545 -3.604 -1.662
H -0.897 -0.585 3.207
H -1.557 -4.637 -1.607
H -2.378 5.202 -6.917
H 2.153 -0.355 0.327
H 1.410 -1.936 0.105
H -0.161 4.430 -7.737
H -5.060 0.977 -8.135
H -2.788 3.645 9.358
H -1.515 4.286 -5.660
H 1.499 0.808 -6.180
H -0.070 -4.582 0.440

***

102
Properties=species:S:1:pos:R:3 method="wB97M-V/def2-TZVPD" e_homo_ev=-4.39 orbital_gap_ha=0.2298 molar_mass_da=630.73 total_charge=-1 multiplicity=1 lumo_ev=1.8643
P 2.972 -3.449 0.571
F 3.126 -2.592 3.194
F 1.210 -0.995 2.478
F 4.488 -1.597 1.831
F 2.067 -0.550 0.584
F 2.917 0.246 2.326
O 0.409 -5.413 1.036
O -1.720 5.330 -1.314
O 2.958 -4.558 -0.809
O -3.219 -1.649 -1.842
O -3.336 2.724 3.335
O 4.443 -4.200 1.235
O -4.150 -1.529 3.663
O -0.921 9.651 -3.050
N 4.602 -5.819 -2.042
C -3.437 -2.626 -0.822
C -4.644 -2.233 0.017
C 0.161 11.156 -1.502
C 0.278 9.870 -2.308
C 1.470 9.915 -3.252
C 0.404 -6.943 -0.818
C -1.084 -7.302 1.178
C -3.077 0.002 5.188
C -2.307 4.106 1.637
C 3.556 -4.263 -3.779
C 4.702 -5.333 0.466
C -0.791 6.307 -3.319
C 3.729 -5.691 -3.198
C -0.498 5.619 -1.994
C 2.061 -3.898 -3.848
C -1.306 3.885 3.929
C -2.191 -2.765 0.038
C 3.234 -2.070 1.956
C -2.081 3.184 2.824
C -2.935 -1.274 4.374
C 4.276 -4.906 -0.950
C -1.775 -1.164 3.398
C 0.261 -6.780 0.688
C 2.320 -0.854 1.813
C 0.291 4.334 -2.197
H 1.067 -7.316 1.192
H -3.839 3.493 3.631
H -2.894 4.981 1.932
H -1.393 5.659 -3.964
H 1.485 -4.783 -4.096
H -2.233 4.732 -1.870
H -2.869 3.593 0.856
H 0.490 3.849 -1.241
H -0.331 4.223 3.575
H -3.037 -0.808 -1.406
H 0.064 6.295 -1.347
H 1.057 11.332 -0.905
H -0.700 11.110 -0.835
H 2.404 10.056 -2.706
H -5.530 -2.130 -0.613
H -2.328 -3.524 0.811
H 3.927 -4.223 -4.801
H -1.359 7.222 -3.160
H 5.709 -5.743 0.544
H 5.573 -5.705 -2.286
H -1.535 2.298 2.500
H -1.329 -3.039 -0.573
H 0.322 -7.993 -1.114
H -1.035 10.391 -3.659
H 1.637 -2.983 0.203
H 4.173 -6.301 -3.987
H -3.638 -3.568 -1.334
H -1.174 -7.172 2.258
H 4.943 -4.032 -1.105
H -4.476 -1.266 0.500
H 0.132 6.558 -3.846
H -0.278 3.626 -2.806
H 0.011 12.012 -2.166
H 1.369 -6.557 -1.146
H 1.721 -3.527 -2.892
H -1.863 4.752 4.298
H 1.538 8.990 -3.826
H -0.833 -0.991 3.919
H -1.904 -6.744 0.716
H 4.109 -3.516 -3.223
H -1.680 -2.075 2.809
H -1.950 -1.817 0.523
H -3.276 0.849 4.529
H -1.155 3.213 4.775
H 3.671 -2.521 -0.271
H -4.300 -0.783 3.071
H 2.775 -6.155 -2.990
H 0.381 9.022 -1.629
H 2.301 -4.311 1.468
H 1.244 4.527 -2.693
H -2.169 0.210 5.759
H -1.939 -0.341 2.695
H -3.916 -0.074 5.883
H -0.290 -4.911 0.599
H -1.211 -8.362 0.942
H -2.779 -2.125 5.039
H -0.369 -6.372 -1.341
H -1.364 4.449 1.215
H 1.907 -3.164 -4.637
H 3.993 -6.148 0.685
H 1.360 10.733 -3.970
H -4.849 -2.973 0.791

***

102
Properties=species:S:1:pos:R:3 method="wB97M-V/def2-TZVPD" e_homo_ev=-9.97 orbital_gap_ha=0.2670 molar_mass_da=603.88 total_charge=+1 multiplicity=1 lumo_ev=-2.7047
Ca 0.140 2.260 0.171
O 4.706 1.486 -1.585
O -2.180 1.782 0.768
O -4.141 -2.413 -2.425
O 1.254 3.473 -1.968
O 2.609 -4.174 7.741
O 0.987 -4.187 1.563
O 0.529 1.194 2.216
O -0.204 0.395 -1.195
O -2.129 1.329 -5.078
N -1.438 3.703 -1.076
N -4.580 0.530 -3.666
N 2.391 1.504 -0.076
N 2.499 -3.898 4.882
C -5.371 -0.673 -3.524
C -2.616 2.866 -1.386
C 3.783 -4.104 6.936
C 1.675 2.708 -3.077
C -2.610 0.535 1.260
C 1.285 -3.558 2.799
C 2.674 -3.345 8.906
C 2.373 0.414 0.928
C 1.948 -4.573 3.715
C -0.925 -0.528 -1.916
C 3.458 -4.741 5.615
C -0.972 4.272 -2.361
C -0.126 1.385 3.462
C 0.515 -3.211 0.668
C 5.959 1.044 -2.080
C -3.388 1.975 -5.242
C 4.842 1.971 -0.273
C 1.940 0.869 2.332
C -4.546 1.031 -5.030
C -5.154 -1.437 -2.227
C 0.522 4.631 -2.241
C -1.851 0.320 -6.008
C -3.166 2.410 -0.059
C -3.636 -2.850 -1.184
C 3.456 2.489 0.127
H 0.340 -3.293 3.289
H -2.225 0.535 -7.019
H 5.826 0.670 -3.090
H 3.220 3.317 -0.549
H -6.440 -0.548 -3.706
H -1.584 5.126 -2.665
H 0.593 5.365 -1.430
H 1.932 -2.686 2.677
H 1.269 -2.460 0.416
H 0.871 2.107 -3.509
H 1.173 -5.284 4.033
H 2.725 -5.134 3.197
H -4.424 0.180 -5.716
H 0.889 5.118 -3.150
H 6.645 1.899 -2.184
H -2.821 -3.540 -1.373
H -1.755 4.502 -0.528
H 1.680 -0.354 0.586
H 1.984 0.020 3.017
H -3.553 0.576 1.812
H -2.715 -0.205 0.460
H 0.465 2.007 4.136
H 6.496 0.361 -1.419
H -0.975 3.581 -3.208
H -0.706 -1.564 -1.621
H -4.867 -0.718 -1.449
H 4.637 -4.599 7.415
H -1.889 0.065 1.929
H -2.023 -0.412 -1.756
H 2.335 -2.323 8.715
H 2.556 0.989 -0.937
H -3.424 3.321 0.499
H -3.284 -2.005 -0.574
H -0.933 -0.432 -3.016
H -3.368 2.487 -6.209
H 2.481 2.035 -2.784
H -4.076 1.823 -0.175
H 1.896 -3.775 9.536
H -6.074 -1.943 -1.929
H -3.398 3.416 -1.926
H 3.378 -0.017 0.989
H 3.681 -3.376 9.312
H 5.561 2.797 -0.209
H 2.518 1.696 2.748
H -5.469 1.560 -5.281
H 2.150 3.355 -3.825
H -2.355 2.057 -2.070
H -5.075 -1.411 -4.292
H 1.794 -3.635 5.560
H 5.217 1.224 0.435
H -0.359 0.422 3.923
H -1.088 1.869 3.290
H -0.393 -2.741 1.068
H 4.384 -4.827 5.043
H 3.432 3.002 1.090
H 0.178 -3.638 -0.278
H 2.979 -5.717 5.755
H -0.782 0.178 -6.152
H -3.621 0.286 -3.420
H 4.058 -3.045 6.848
H -3.438 2.733 -4.453
H -4.432 -3.246 -0.537
H -2.309 -0.638 -5.746

***

101
Properties=species:S:1:pos:R:3 method="wB97M-V/def2-TZVPD" e_homo_ev="-9.01 / -8.94" orbital_gap_ha="0.3247 / 0.3144" molar_mass_da=596.62 total_charge=0 multiplicity=5 e_above_lowest_kcal_mol=0.0 lumo_ev="-0.1756 / -0.3853"
Fe 0.683 1.294 -0.075
O -0.446 0.691 1.761
O 0.725 0.908 -2.174
O -1.394 -2.832 -1.121
O 0.928 -0.711 0.884
O -0.991 -0.268 -0.114
O 1.781 3.112 0.414
O 2.169 -2.974 1.769
O -0.383 1.021 4.815
O 2.908 0.669 -0.080
O -1.984 1.091 -2.854
O -2.927 2.077 0.814
C 2.059 -4.137 -0.372
C -4.412 0.926 -3.146
C -5.312 2.161 0.895
C 1.574 -4.065 1.064
C 1.031 1.197 4.998
C 1.498 0.420 -3.278
C 1.823 0.074 4.338
C -3.791 -2.612 -1.440
C 1.600 3.327 1.849
C -2.374 -4.212 -2.750
C 2.808 4.011 2.438
C -0.354 -0.403 1.028
C 4.311 0.594 -0.379
C -4.109 1.271 0.741
C 1.146 1.121 -4.573
C -2.438 -2.863 -2.077
C 1.329 -1.095 -3.357
C -3.044 0.732 -3.766
C 4.674 -0.867 -0.637
C -4.063 0.189 1.801
C 0.293 4.044 2.119
C 5.146 1.180 0.734
C 1.870 -5.320 1.857
C -2.877 1.459 -5.072
C 1.297 1.375 6.474
H 1.583 -5.239 2.903
H -4.110 0.838 -0.265
H -4.633 -2.781 -2.115
H 3.084 -4.507 -0.505
H 2.968 5.047 2.136
H 1.757 -1.547 -2.458
H -2.275 -2.093 -2.846
H 0.732 2.239 6.827
H -5.411 2.832 0.034
H -0.214 0.925 -2.442
H -2.992 -4.284 -3.652
H 5.623 -0.859 -1.193
H 0.072 1.301 -4.643
H 0.485 -3.962 0.963
H 1.211 -0.448 3.600
H 1.453 0.556 -5.451
H 2.053 -3.147 -0.831
H 0.279 -1.396 -3.369
H 0.193 4.223 3.188
H -5.230 0.923 -3.865
H 2.356 1.542 6.671
H 2.953 -5.484 1.883
H 1.247 2.136 4.463
H 4.997 -1.389 0.267
H -2.222 0.715 -1.992
H -4.441 1.946 -2.734
H -3.578 1.126 -5.836
H -2.900 -0.348 -3.919
H 2.610 -0.182 0.284
H 1.620 -2.211 1.517
H 2.091 3.927 0.009
H 2.618 0.502 3.715
H -3.065 2.525 -4.905
H 4.801 0.946 1.740
H 1.520 2.309 2.244
H 4.474 1.148 -1.304
H -4.003 0.639 2.796
H -1.360 -4.417 -3.108
H 2.538 0.592 -2.995
H 6.206 0.944 0.624
H 5.141 2.276 0.663
H 0.352 5.018 1.617
H 0.958 0.497 7.024
H -3.220 -0.494 1.685
H 2.783 3.906 3.523
H -5.241 2.870 1.727
H 2.285 -0.658 4.999
H -4.612 0.257 -2.313
H -1.338 -1.912 -0.801
H 1.418 -4.816 -0.939
H -2.233 1.517 1.195
H -2.627 -5.074 -2.129
H 3.936 -1.435 -1.196
H 1.415 -6.176 1.354
H -0.584 3.532 1.724
H -6.267 1.658 1.047
H -3.949 -3.260 -0.574
H -0.510 0.811 3.878
H 1.628 2.100 -4.642
H -3.887 -1.594 -1.046
H -1.875 1.337 -5.482
H 3.689 3.451 2.109
H 1.856 -1.545 -4.198
H -4.962 -0.434 1.808